A cluster of 2 separate species, C4H6F3N in total at a distorted geometry, computed with wB97M-V/def2-TZVPD.

```
14
Properties=species:S:1:pos:R:3:forces:R:3
C 0.964 -1.886 0.019 2.396 1.734 -4.804
C 1.038 -0.516 -0.323 -0.207 -1.713 0.893
C 0.905 1.703 0.267 -1.116 0.124 -1.033
C -2.257 -0.144 0.075 0.729 2.029 -0.134
N 0.687 0.355 0.548 -0.758 -1.284 0.689
F -2.073 -0.715 -1.110 -0.726 -0.502 0.845
F -2.887 -0.781 1.029 -0.202 -0.837 -0.671
F -2.834 1.059 -0.101 0.215 -0.642 -0.031
H 1.495 -2.447 -0.767 -0.597 -0.567 0.785
H 0.585 -2.303 0.853 -1.187 -1.057 2.654
H 1.459 -0.238 -1.289 0.012 0.055 -0.185
H 0.248 2.174 0.986 -0.412 1.191 -0.698
H 1.865 1.843 0.676 1.668 0.970 -0.027
H 0.803 1.896 -0.862 0.185 0.500 1.718
```
Positions in Å, forces in eV/Å.

Output
Gap between HOMO and LUMO (alpha / beta) = 8.5 / 8.6 eV
E_HOMO (alpha / beta) = -8.439 / -9.203 eV
E_LUMO (alpha / beta) = 0.04 / -0.59 eV
2S+1 = 1



A cluster of 2 separate species, C4H6F3NO2 in total at a distorted geometry, computed with wB97M-V/def2-TZVPD.

```
16
Properties=species:S:1:pos:R:3:forces:R:3
C -1.256 -1.009 0.319 -0.043 0.791 -0.093
C -1.150 0.482 -0.062 -0.090 -0.096 0.304
C 1.161 0.996 0.539 1.951 -3.169 -0.118
C 2.354 -0.971 0.365 -1.878 3.120 0.390
N 0.168 0.954 -0.392 0.066 0.336 -0.268
O -1.941 -1.378 1.226 -0.031 -0.158 0.009
O -0.570 -1.859 -0.443 0.122 -0.562 -0.205
F 2.141 1.862 0.250 0.010 0.209 -0.106
F 3.653 -0.690 0.528 0.015 -0.137 -0.074
F 2.123 -1.277 -0.943 0.144 -0.177 -0.095
H -1.539 1.051 0.789 -0.036 -0.138 -0.133
H -1.809 0.656 -0.916 0.035 -0.006 0.083
H 0.890 1.005 1.585 -0.291 0.079 0.038
H 2.009 -1.766 1.021 0.138 -0.176 -0.071
H 0.470 0.979 -1.354 -0.052 -0.052 0.039
H 0.004 -1.438 -1.102 -0.058 0.137 0.299
```
Positions in Å, forces in eV/Å.

Output
Gap between HOMO and LUMO = 8.9 eV
E_HOMO = -8.425 eV
E_LUMO = 0.48 eV
2S+1 = 1



Molecular weight across the listed records, respectively: 125.09, 157.09 g mol⁻¹.
Energy relative to the best compared isomer or geometry (same formula, charge and spin) across the listed records, respectively: 91.43, 48.52 kcal per mole.